Molecular formula: C3H7NO
Method: DFT, wB97M-V/def2-TZVPD

Output
LUMO level   0.82 eV
Molecular weight   73.09 u
Structure (SMILES)   CN(C)C=O
Energy   -6761.3238 eV
Net charge   0
HOMO-LUMO gap   10.2 eV
Energy relative to the best compared isomer or geometry (same formula, charge and spin)   137.6 kJ/mol

Structure (XYZ):
```
12
Properties=species:S:1:pos:R:3:forces:R:3
C 0.5700 -0.8656 -0.1487 1.778 -2.161 0.444
N -0.2105 0.0990 0.2787 0.970 2.861 -1.964
C -0.1693 1.4431 -0.5378 -1.233 -1.635 5.039
C -1.1615 -0.0559 1.2975 0.902 1.114 2.439
O 1.2761 -0.8836 -1.1511 -0.548 0.180 0.614
H 0.6150 -1.7009 0.6378 -0.202 0.418 -1.041
H -1.1748 1.5295 -0.8701 -0.478 0.476 -1.157
H 0.0307 2.2392 0.2275 -0.160 -0.571 -0.752
H 0.6414 1.3151 -1.1543 1.324 -0.014 -2.033
H -0.9661 0.5960 2.2091 0.113 -0.687 -0.891
H -2.0257 0.3333 0.8896 -2.511 0.406 -0.495
H -1.2908 -1.0655 1.6519 0.045 -0.387 -0.204
```
Forces are in eV/Å.



Molecular formula: C3H7NO
Method: DFT, wB97M-V/def2-TZVPD

Output
LUMO level   1.13 eV
Molecular weight   73.09 u
Structure (SMILES)   NC[C@H]1CO1
Energy   -6759.8438 eV
Net charge   0
HOMO-LUMO gap   10.6 eV
Energy relative to the best compared isomer or geometry (same formula, charge and spin)   280.4 kJ/mol

Structure (XYZ):
```
12
Properties=species:S:1:pos:R:3:forces:R:3
C -0.4071 -1.0255 -0.4613 0.156 0.216 1.738
C -0.0205 -0.0016 0.5480 0.616 1.899 2.952
C 1.3008 0.4422 1.1289 1.112 -2.858 -1.333
H -2.1911 0.0089 -0.6417 0.920 -0.815 -0.981
H -1.6816 -1.0158 -1.8870 -1.711 -1.273 -1.955
H 0.4921 -1.3617 -0.9618 -0.006 0.276 -0.888
H -0.7915 -1.9358 0.0403 0.094 0.322 0.112
H -0.8181 0.2800 1.3068 0.486 -0.148 -1.386
H 1.4393 0.9345 2.0665 -0.156 0.073 0.681
H 2.1343 -0.1252 0.6985 0.317 -0.069 1.018
N -1.4169 -0.3463 -1.2500 0.551 1.335 1.360
O 0.7620 1.1436 0.1043 -2.380 1.041 -1.318
```
Forces are in eV/Å.



Molecular formula: C3H7NO
Method: DFT, wB97M-V/def2-TZVPD

Output
LUMO level   0.99 eV
Molecular weight   73.09 u
Structure (SMILES)   CNCC=O
Energy   -6759.8753 eV
Net charge   0
HOMO-LUMO gap   10.1 eV
Energy relative to the best compared isomer or geometry (same formula, charge and spin)   277.4 kJ/mol

Structure (XYZ):
```
12
Properties=species:S:1:pos:R:3:forces:R:3
C -1.3566 -0.1135 -1.2826 0.911 3.203 5.668
N -0.5755 -0.4195 0.0455 0.726 1.129 -0.803
C 0.5221 0.5174 0.4397 -0.920 -2.667 2.785
C 1.6960 -0.4055 0.9745 2.288 1.375 -1.507
O 2.4106 -0.0443 1.9031 -1.629 -1.175 -1.384
H -1.5305 1.0496 -1.2499 0.119 -2.210 -0.826
H -2.1931 -0.6191 -0.8819 -1.668 -0.628 -1.478
H -0.7717 -0.4878 -2.0474 0.508 -0.699 -1.817
H -1.2197 -0.4776 0.8215 -0.172 -0.008 -0.219
H 0.6894 1.1919 -0.3473 1.074 0.656 -1.156
H 0.3140 1.1256 1.3647 -0.257 -0.350 -0.914
H 2.0150 -1.3173 0.2600 -0.981 1.375 1.650
```
Forces are in eV/Å.